Molecular formula: C5H12NO
Method: DFT, ωB97M-V with the def2-TZVPD basis set

Cartesian coordinates (Å):
C  -0.8321  1.1855  0.5722
O  -2.1477  0.9225  1.0584
C  -0.4341  -0.1266  -0.1577
C  0.9688  -0.2051  -0.8363
C  2.0444  0.1201  0.0694
C  1.9720  -0.6596  1.2539
N  -1.4490  -0.5892  -1.1460
H  -0.0588  1.3866  1.4269
H  -0.8704  1.9684  -0.2195
H  -2.4538  1.6438  1.6034
H  -0.4959  -1.0196  0.5517
H  1.2069  -1.2094  -1.2229
H  0.9445  0.5152  -1.6323
H  3.0056  0.3871  -0.4047
H  1.2621  -0.4368  2.0698
H  2.5495  -1.6602  1.2290
H  -2.4171  -0.5754  -0.7885
H  -1.2847  -1.6271  -1.3563
H  -1.5101  -0.0202  -2.0705

relative energy (zero: lowest compared OMol25 entry of this formula, charge and spin): 95.2 kcal per mole
structure (SMILES): C=CC[C@H]([NH3+])CO
HOMO-LUMO gap: 7.7 eV
lowest unoccupied orbital energy: -3.9 eV
E: -8906.5008 eV
E_HOMO: -11.61 eV
total charge: +1